Record 1
2 unconnected molecules or ions with the total composition C7H12INO2. Source: the OMol25 dataset; level of theory: ωB97M-V/def2-TZVPD.

Summary:
structure (SMILES)	C[C@H](I)CCOC=O.CC#N
F_max	0.80	eV/Å
lowest unoccupied orbital energy	0.533	eV
energy above the lowest of the compared OMol25 structures with the same formula, charge and spin	0.0000	eV

Structure (XYZ):
```
23
C7H12INO2, DFT ωB97M-V/def2-TZVPD
C -0.212 -0.241 3.301
C -1.076 -0.115 2.040
I -3.174 -0.360 2.534
C -0.728 -1.125 0.952
C 0.593 -0.826 0.224
O 1.268 0.296 0.838
C 2.575 0.406 0.610
O 3.234 -0.319 -0.074
H 0.566 -0.991 3.146
H 0.278 0.705 3.529
H -0.786 -0.534 4.177
H -1.046 0.897 1.648
H -0.696 -2.122 1.394
H -1.516 -1.134 0.199
H 0.384 -0.556 -0.809
H 1.264 -1.683 0.237
H 2.942 1.341 1.054
C -0.509 1.275 -4.588
C -0.910 0.639 -3.340
N -1.227 0.138 -2.357
H 0.528 1.031 -4.811
H -1.140 0.923 -5.402
H -0.610 2.355 -4.502
```


Record 2
3 unconnected molecules or ions with the total composition C2H9O2 in a non-equilibrium geometry. Source: the OMol25 dataset; level of theory: ωB97M-V/def2-TZVPD.

Summary:
F_max	3.05	eV/Å
lowest unoccupied orbital energy	-4.595	eV
energy above the lowest of the compared OMol25 structures with the same formula, charge and spin	2.8686	eV
total charge	+1

Structure (XYZ):
```
13
C2H9O2, DFT ωB97M-V/def2-TZVPD
O 0.771 -2.114 -0.646
H 0.450 -0.894 0.132
H 1.590 -1.614 -0.526
H 0.653 -2.337 -1.582
C -0.231 1.180 -0.069
O 0.886 0.358 -0.509
C -1.132 0.354 0.849
H -0.747 1.686 -0.876
H 0.198 1.946 0.581
H 1.663 0.936 -0.483
H -1.746 -0.195 0.125
H -1.921 0.807 1.448
H -0.433 -0.113 1.557
```


Record 3
A molecular structure, C14H13N3PtS2Te in a non-equilibrium geometry. Source: the OMol25 dataset; level of theory: ωB97M-V/def2-TZVPD.

Summary:
F_max	1.44	eV/Å
lowest unoccupied orbital energy	-1.411	eV

Structure (XYZ):
```
34
C14H13N3PtS2Te, DFT ωB97M-V/def2-TZVPD
Pt -0.310 -1.309 0.691
C 2.360 -4.687 -2.895
S 0.595 -4.670 -2.488
C 0.525 -3.330 -1.391
S -1.021 -3.091 -0.605
N 1.570 -2.567 -1.230
N 1.388 -1.575 -0.350
C 2.333 -0.719 -0.126
C 2.050 0.313 0.825
C 2.971 1.297 1.189
C 2.600 2.294 2.062
C 1.310 2.282 2.587
C 0.451 1.270 2.209
N 0.797 0.310 1.355
H 2.502 -5.506 -3.596
H 2.934 -4.859 -1.989
H 2.637 -3.743 -3.352
H 3.275 -0.817 -0.651
H 3.960 1.255 0.754
H 3.287 3.086 2.326
H 0.980 3.041 3.280
H -0.555 1.216 2.608
Te -2.500 -0.950 2.032
C -2.866 0.714 0.732
C -2.946 0.489 -0.642
C -3.125 1.549 -1.519
C -3.242 2.845 -1.034
C -3.205 3.068 0.333
C -3.017 2.010 1.214
H -2.891 -0.520 -1.024
H -3.176 1.358 -2.584
H -3.364 3.672 -1.722
H -3.325 4.073 0.721
H -2.979 2.201 2.280
```


Record 4
A molecular structure, C31H52Br33GaNO3 in a non-equilibrium geometry. Source: the OMol25 dataset; level of theory: ωB97M-V/def2-TZVPD.

Summary:
F_max	1.20	eV/Å
lowest unoccupied orbital energy	0.971	eV
total charge	-1

Structure (XYZ):
```
121
C31H52Br33GaNO3, DFT ωB97M-V/def2-TZVPD
C 5.199 1.336 -0.143
C 5.858 0.002 -0.502
C 4.935 -1.250 -0.414
C 3.627 -1.066 0.366
C 2.852 -2.394 0.511
C 1.345 -2.176 0.274
C 0.685 -1.322 1.380
Ga -0.613 0.114 0.687
C -1.149 -0.353 -1.228
C -2.327 0.107 1.824
C -3.249 -1.095 1.534
C -4.366 -0.748 0.540
C -5.685 -0.408 1.208
O -6.514 0.408 0.334
C -6.940 -0.244 -0.764
C -6.386 0.206 -2.084
O -7.755 -1.135 -0.702
C 0.390 1.892 0.904
C -0.173 3.126 0.196
N -0.220 2.959 -1.262
C 1.021 3.398 -1.894
C 1.125 3.018 -3.370
C -1.385 3.457 -1.881
C -2.156 4.642 -1.304
O -1.817 2.943 -2.889
H 5.898 2.166 -0.267
H 4.311 1.510 -0.758
H 4.878 1.353 0.903
H 6.213 0.084 -1.535
H 6.742 -0.153 0.129
H 5.504 -2.050 0.069
H 4.686 -1.553 -1.436
H 3.807 -0.591 1.333
H 2.985 -0.388 -0.208
H 3.038 -2.861 1.485
H 3.235 -3.089 -0.252
H 0.860 -3.156 0.204
H 1.278 -1.643 -0.682
H 0.228 -1.969 2.138
H 1.487 -0.775 1.897
H -0.769 -1.350 -1.487
H -0.760 0.337 -1.983
H -2.236 -0.399 -1.376
H -2.084 0.146 2.892
H -2.865 1.037 1.579
H -2.678 -1.918 1.076
H -3.641 -1.525 2.469
H -4.514 -1.601 -0.135
H -4.047 0.120 -0.044
H -5.558 0.146 2.140
H -6.254 -1.314 1.452
H -5.870 1.164 -2.040
H -5.692 -0.548 -2.465
H -7.210 0.284 -2.798
H 0.399 2.110 1.983
H 1.438 1.715 0.618
H -1.175 3.316 0.591
H 0.458 3.998 0.442
H 1.216 4.476 -1.757
H 1.827 2.874 -1.365
H 0.407 3.608 -3.943
H 0.832 1.973 -3.510
H 2.132 3.174 -3.756
H -2.498 5.220 -2.165
H -3.058 4.227 -0.840
H -1.628 5.260 -0.581
C -1.549 7.799 1.792
Br -0.172 6.478 1.560
Br -1.011 9.518 1.106
Br -3.217 7.225 1.024
H -1.710 7.917 2.853
C -8.003 -3.938 1.379
Br -8.556 -5.428 0.288
Br -9.364 -3.440 2.642
Br -6.331 -4.312 2.249
H -7.847 -3.093 0.720
C 9.008 -2.957 -0.756
Br 10.002 -1.501 0.022
Br 7.720 -3.646 0.489
Br 8.181 -2.437 -2.412
H 9.707 -3.749 -0.979
C -0.382 -5.025 4.094
Br -1.996 -4.477 3.201
Br 1.088 -5.194 2.866
Br 0.042 -3.836 5.546
H -0.564 -6.005 4.511
C 13.058 0.598 2.079
Br 14.790 1.140 2.721
Br 12.350 -0.873 3.094
Br 11.821 2.070 2.027
H 13.187 0.253 1.064
C -3.028 -4.311 -2.630
Br -2.540 -3.880 -0.826
Br -1.724 -3.717 -3.910
Br -3.405 -6.194 -2.815
H -3.946 -3.781 -2.839
C -9.843 -0.756 -4.609
Br -8.428 -1.963 -5.089
Br -9.510 1.021 -5.269
Br -11.562 -1.413 -5.173
H -9.859 -0.699 -3.530
C 0.863 -0.086 6.531
Br 0.417 -1.315 7.956
Br -0.490 -0.003 5.176
Br 1.270 1.661 7.236
H 1.764 -0.459 6.066
C -5.646 -8.148 1.268
Br -6.067 -9.131 2.869
Br -3.798 -7.631 1.211
Br -6.164 -9.114 -0.315
H -6.232 -7.238 1.290
C 2.751 4.579 -6.748
Br 3.673 5.752 -5.532
Br 3.251 2.741 -6.472
Br 0.846 4.829 -6.669
H 3.063 4.844 -7.747
C 7.332 4.512 1.491
Br 8.255 5.818 2.566
Br 7.772 2.719 2.028
Br 5.433 4.808 1.493
H 7.677 4.636 0.475
```


Record 5
A molecular structure, C15H15NO3Ru in a non-equilibrium geometry. Source: the OMol25 dataset; level of theory: ωB97M-V/def2-TZVPD.

Summary:
spin multiplicity	6
F_max	7.45	eV/Å
lowest unoccupied orbital energy (spin up / spin down)	2.313 / 0.998	eV
energy above the lowest of the compared OMol25 structures with the same formula, charge and spin	5.4928	eV
total charge	-1

Structure (XYZ):
```
35
C15H15NO3Ru, DFT ωB97M-V/def2-TZVPD
C 0.060 -1.345 -1.996
C -1.248 -1.368 -1.405
C -1.159 -1.958 -0.114
C 0.211 -2.299 0.152
C 1.005 -1.964 -1.038
Ru 0.520 -0.254 -0.342
C -1.068 1.577 -0.908
C -0.103 2.328 -1.455
C 0.685 2.568 -2.464
N 1.997 0.554 0.203
H -2.000 -2.164 0.537
H -2.136 -1.026 -1.932
H 0.652 -2.844 0.969
H 2.050 -2.066 -1.189
H 0.366 -0.930 -2.930
H -1.853 1.574 -1.756
H 2.213 1.044 -1.110
H -1.237 2.188 0.031
H -0.132 3.213 -3.138
H 1.726 2.868 -2.606
O 0.669 2.325 3.934
C 0.345 1.356 4.805
C 0.520 1.628 6.179
C 0.248 0.653 7.127
C -0.215 -0.607 6.727
C -0.419 -0.880 5.375
C -0.147 0.076 4.399
C -0.372 -0.255 2.951
O -0.855 -1.367 2.655
O -0.004 0.691 2.152
H 0.503 1.928 3.014
H 0.888 2.610 6.459
H 0.399 0.869 8.184
H -0.412 -1.381 7.465
H -0.790 -1.851 5.040
```


Record 6
A molecular structure, C10H14FeN3O3SbSe4 in a non-equilibrium geometry. Source: the OMol25 dataset; level of theory: ωB97M-V/def2-TZVPD.

Summary:
spin multiplicity	6
F_max	3.68	eV/Å
lowest unoccupied orbital energy (spin up / spin down)	-4.438 / -6.004	eV
total charge	+1

Structure (XYZ):
```
36
C10H14FeN3O3SbSe4, DFT ωB97M-V/def2-TZVPD
Fe 5.644 -5.344 13.911
O 6.149 -6.161 15.738
C 5.175 -6.343 16.689
C 3.997 -5.604 16.280
C 2.933 -5.505 17.175
C 2.013 -4.518 16.840
C 1.960 -3.904 15.634
C 2.987 -4.209 14.778
N 4.027 -4.973 15.093
H 7.065 -6.551 15.880
H 5.446 -5.873 17.629
H 5.056 -7.412 16.893
H 2.956 -5.939 18.144
H 1.250 -4.142 17.573
H 1.352 -3.065 15.232
H 3.091 -3.747 13.818
C 9.667 -9.391 17.759
C 8.761 -8.517 16.985
N 7.607 -8.093 17.383
O 7.367 -8.504 18.637
C 9.285 -8.100 15.708
C 10.428 -8.757 15.055
N 8.693 -7.042 15.227
O 9.132 -6.558 14.107
H 9.076 -10.114 18.370
H 10.254 -8.849 18.464
H 10.332 -9.952 17.155
H 6.422 -8.499 18.540
H 10.403 -9.840 15.205
H 11.467 -8.405 15.288
H 10.484 -8.623 13.948
Se 5.361 -5.837 11.382
Sb 5.393 -3.484 10.745
Se 6.378 -3.006 8.676
Se 4.173 -2.238 12.357
Se 7.657 -6.149 12.924
```


> Among the records above, which one has the highest F_max?

C15H15NO3Ru


> Look up the F_max of the third one.

1.44 eV/Å


Copy entry 3 word for word.
A molecular structure, C14H13N3PtS2Te in a non-equilibrium geometry. Source: the OMol25 dataset; level of theory: ωB97M-V/def2-TZVPD.

Summary:
F_max	1.44	eV/Å
lowest unoccupied orbital energy	-1.411	eV

Structure (XYZ):
```
34
C14H13N3PtS2Te, DFT ωB97M-V/def2-TZVPD
Pt -0.310 -1.309 0.691
C 2.360 -4.687 -2.895
S 0.595 -4.670 -2.488
C 0.525 -3.330 -1.391
S -1.021 -3.091 -0.605
N 1.570 -2.567 -1.230
N 1.388 -1.575 -0.350
C 2.333 -0.719 -0.126
C 2.050 0.313 0.825
C 2.971 1.297 1.189
C 2.600 2.294 2.062
C 1.310 2.282 2.587
C 0.451 1.270 2.209
N 0.797 0.310 1.355
H 2.502 -5.506 -3.596
H 2.934 -4.859 -1.989
H 2.637 -3.743 -3.352
H 3.275 -0.817 -0.651
H 3.960 1.255 0.754
H 3.287 3.086 2.326
H 0.980 3.041 3.280
H -0.555 1.216 2.608
Te -2.500 -0.950 2.032
C -2.866 0.714 0.732
C -2.946 0.489 -0.642
C -3.125 1.549 -1.519
C -3.242 2.845 -1.034
C -3.205 3.068 0.333
C -3.017 2.010 1.214
H -2.891 -0.520 -1.024
H -3.176 1.358 -2.584
H -3.364 3.672 -1.722
H -3.325 4.073 0.721
H -2.979 2.201 2.280
```